Entry 1:
Molecular formula: C4H7NO
Method: DFT, ωB97M-V with the def2-TZVPD basis set

Cartesian coordinates (Å):
1 O 2.241 -1.680 0.799
2 N -0.579 -1.794 0.364
3 C -1.110 1.717 0.065
4 C 1.051 -1.172 0.341
5 C -1.039 -0.781 -0.162
6 C -0.970 0.429 -0.704
7 H -2.062 2.210 -0.156
8 H 1.066 -1.068 -0.734
9 H -0.309 2.418 -0.205
10 H -1.054 1.551 1.145
11 H -0.828 0.487 -1.781
12 H 2.778 -1.991 0.057
13 H 0.816 -0.326 0.970

Force components x, y, z for each atom (eV/Å):
O -0.3740 -0.8785 0.1359
N 0.8182 0.6048 -0.2021
C -0.1408 0.0742 0.0878
C -0.3062 0.2085 -0.1167
C 0.5581 -0.2360 0.1875
C -0.3643 -0.1662 -0.0317
H 0.0734 0.0212 0.0675
H 0.2873 0.5598 -0.0013
H -0.1530 -0.2095 -0.0165
H -0.0607 -0.0158 -0.1611
H -0.2400 -0.0662 0.0879
H -0.3544 -0.2121 0.2435
H 0.2564 0.3156 -0.2807

## Properties
SMILES	CC=C=NCO
multiplicity	1
frontier orbital gap	0.3401	Ha
total charge	0

Entry 2:
Molecular formula: C4H7NO
Method: DFT, ωB97M-V with the def2-TZVPD basis set

Cartesian coordinates (Å):
1 O 0.569 1.755 0.312
2 N -1.506 0.553 -1.068
3 C 1.897 -0.237 0.479
4 C 0.642 0.554 0.183
5 C -0.532 -0.233 -0.384
6 C -2.224 -0.049 0.028
7 H -2.627 -1.009 -0.340
8 H -1.305 1.524 -0.837
9 H 1.663 -1.132 1.066
10 H 2.618 0.383 1.016
11 H -1.258 -0.329 0.801
12 H 2.352 -0.576 -0.461
13 H -0.290 -1.205 -0.796

Force components x, y, z for each atom (eV/Å):
O -0.0672 -0.4668 0.0082
N 0.1508 0.2837 -0.1054
C -0.0231 0.0066 0.0464
C -0.1081 0.0508 0.0831
C 0.4598 0.0973 -1.0311
C 1.1864 -0.8749 0.5398
H 0.1084 0.1540 0.2685
H 0.0679 0.0585 -0.0799
H 0.0016 0.1148 -0.0818
H -0.1844 -0.0666 -0.1105
H -1.3937 0.4970 0.4398
H -0.1238 0.0656 0.1129
H -0.0747 0.0800 -0.0902

## Properties
multiplicity	1
frontier orbital gap	0.3499	Ha
total charge	0

Entry 3:
Molecular formula: C4H7NO
Method: DFT, ωB97M-V with the def2-TZVPD basis set

Cartesian coordinates (Å):
1 O -1.844 -1.124 1.995
2 N -0.566 -0.688 0.127
3 C -0.847 -1.312 1.337
4 C -1.042 0.652 -0.116
5 C 0.419 0.382 0.023
6 C 1.354 0.371 -1.159
7 H -1.460 0.821 -1.107
8 H 2.275 -0.174 -0.928
9 H 0.857 0.710 0.967
10 H -1.564 1.139 0.704
11 H 1.624 1.394 -1.442
12 H 0.873 -0.115 -2.013
13 H -0.079 -2.056 1.612

Force components x, y, z for each atom (eV/Å):
O 0.3988 -0.1247 -0.3051
N -0.0946 -0.1901 0.1231
C -0.2599 0.0981 0.1930
C -0.1830 0.1832 -0.0783
C 0.2159 0.0928 -0.0079
C -0.0308 -0.0243 -0.0198
H 0.1061 -0.0144 0.1596
H -0.1383 0.0562 -0.0302
H -0.0796 -0.0639 -0.1108
H 0.0866 -0.0695 -0.1135
H -0.0212 -0.1332 0.0553
H 0.0481 0.0900 0.1134
H -0.0481 0.0997 0.0213

## Properties
SMILES	C[C@H]1CN1C=O
multiplicity	1
frontier orbital gap	0.4018	Ha
total charge	0

Entry 4:
Molecular formula: C4H7NO
Method: DFT, ωB97M-V with the def2-TZVPD basis set

Cartesian coordinates (Å):
1 O 2.882 0.821 -0.078
2 N 0.599 0.623 0.087
3 C 0.236 0.161 -1.226
4 C 1.896 0.556 0.568
5 C -1.721 -0.282 0.495
6 C -0.308 -0.503 0.003
7 H -2.288 -1.218 0.496
8 H 1.009 -0.348 -1.799
9 H 0.124 -1.480 0.229
10 H -0.405 0.829 -1.797
11 H -1.706 0.112 1.516
12 H -2.251 0.438 -0.135
13 H 1.932 0.291 1.641

Force components x, y, z for each atom (eV/Å):
O -0.3600 -0.1237 0.2427
N 0.1834 0.1272 0.0783
C -0.0018 -0.0026 -0.2778
C 0.1854 0.0306 -0.1692
C -0.0369 0.0204 -0.0175
C -0.0943 -0.1637 0.1232
H 0.0884 0.1289 -0.0500
H -0.1140 0.0762 0.1106
H -0.0254 0.1895 -0.0089
H 0.0621 -0.1396 0.0962
H -0.0088 -0.1095 -0.1166
H 0.1026 -0.0654 0.1067
H 0.0192 0.0318 -0.1177

## Properties
SMILES	C[C@H]1CN1C=O
multiplicity	1
frontier orbital gap	0.3995	Ha
total charge	0